The following is a quantum chemistry calculation of a structure of composition C22H25OSTc, from the Open Molecules 2025 dataset.

Structure (XYZ):
```
50
Properties=species:S:1:pos:R:3:forces:R:3:lowdin_charge:R:1
Tc 0.31672 0.20087 -1.47091 -0.06 -0.05 -0.08 1.437
C -0.61425 -1.03528 -2.97383 0.02 0.00 0.01 -0.286
C 0.79089 -1.35543 -2.95171 0.05 0.03 0.01 -0.275
C 1.52189 -0.19299 -3.35864 -0.02 -0.07 0.07 -0.248
C 0.59338 0.85347 -3.60891 -0.11 0.01 0.04 -0.252
C -0.73399 0.34555 -3.37056 0.09 0.07 0.00 -0.278
C -2.00804 1.09107 -3.57742 -0.01 0.00 -0.02 0.015
C 0.91457 2.24745 -4.02113 0.01 0.01 -0.01 0.019
C 3.00642 -0.10960 -3.43255 0.01 -0.02 -0.01 0.021
C 1.37976 -2.68279 -2.61653 0.00 -0.01 0.00 0.016
C -1.73643 -1.98928 -2.74232 -0.01 0.00 0.01 0.014
H -2.31912 0.96872 -4.61894 0.00 0.00 0.01 0.127
H -1.89443 2.15828 -3.39680 0.00 0.00 0.00 0.092
H -2.81269 0.70738 -2.95284 0.00 0.00 0.00 0.091
H 0.85897 2.31030 -5.11201 0.00 0.00 0.00 0.130
H 1.91835 2.54555 -3.72685 0.00 0.00 0.00 0.091
H 0.19848 2.96534 -3.62379 0.00 0.00 0.00 0.093
H 3.48249 -0.56480 -2.56259 0.00 0.01 -0.01 0.099
H 3.36137 0.91138 -3.54110 0.00 0.01 0.01 0.091
H 3.34462 -0.67644 -4.30481 0.00 0.02 0.00 0.128
H 1.39259 -3.29831 -3.52078 0.00 0.00 0.00 0.128
H 0.79065 -3.21734 -1.87263 0.00 0.00 0.00 0.092
H 2.40617 -2.59693 -2.26538 0.00 -0.01 0.00 0.093
H -1.99972 -2.45627 -3.69545 0.00 0.00 0.01 0.126
H -2.62875 -1.48964 -2.36947 0.00 0.00 0.00 0.090
H -1.45835 -2.78667 -2.05562 0.00 0.00 0.00 0.090
O -0.00004 0.62080 0.51586 -0.03 -0.01 0.04 -0.645
S -1.01864 0.52766 1.68208 0.01 0.06 -0.10 1.151
C -0.44383 1.73782 2.85022 -0.02 -0.04 0.02 -0.302
C 0.62656 2.56135 2.60953 0.08 0.05 -0.02 -0.022
C 0.95607 3.48771 3.59291 -0.01 0.03 0.06 0.098
C 0.18829 3.59274 4.80934 0.05 0.01 -0.06 0.095
C -0.89476 2.76045 5.03259 -0.01 0.02 0.04 0.015
C -1.22632 1.83973 4.06404 -0.06 -0.08 -0.04 0.053
C -0.73474 -0.92937 2.60452 -0.02 0.02 -0.04 -0.420
C -1.80710 -1.82183 2.66041 0.03 -0.02 0.04 -0.059
C -1.64422 -2.99066 3.38710 -0.04 0.00 -0.01 -0.017
C -0.43844 -3.24446 4.02891 0.03 -0.02 0.02 0.007
C 0.62440 -2.34217 3.95827 0.02 0.00 0.00 -0.017
C 0.48531 -1.16722 3.24792 -0.01 -0.03 0.02 -0.049
H 1.20459 2.49375 1.69964 -0.02 -0.02 -0.01 0.126
H 1.80542 4.14595 3.45547 0.00 0.01 0.01 0.150
H 0.47531 4.33823 5.54130 0.00 0.00 0.00 0.152
H -1.47926 2.83537 5.93916 0.01 0.01 0.01 0.148
H -2.08024 1.18501 4.20215 0.00 0.00 -0.01 0.145
H -2.74578 -1.60884 2.16378 0.01 0.03 -0.02 0.123
H -2.45845 -3.69927 3.45261 0.01 -0.01 0.01 0.134
H -0.32130 -4.15796 4.59729 0.00 0.00 0.00 0.136
H 1.55359 -2.55918 4.46733 0.00 0.00 0.00 0.133
H 1.30206 -0.45920 3.18113 0.02 0.00 0.01 0.125
```
Forces are in eV/Å.

Computed properties:
Charge ... +3
Frontier orbital gap (alpha / beta) ... 8.645 / 4.698 eV
Spin multiplicity ... 4

=====

The following is a quantum chemistry calculation of a structure of composition C11H17BN6Pd, from the Open Molecules 2025 dataset.

Structure (XYZ):
```
36
Properties=species:S:1:pos:R:3:forces:R:3:lowdin_charge:R:1
C 3.02808 -0.73902 0.90213 -2.98 -0.76 0.40 0.046
N 1.70624 -0.72990 0.59342 2.88 -0.18 1.88 -0.021
N 1.53557 0.01687 -0.56709 2.38 0.85 -1.16 0.060
C 2.77227 0.35629 -1.01917 -4.03 0.48 -0.98 0.113
C 3.72796 -0.06785 -0.10815 1.75 -0.04 0.41 0.191
B 0.19924 0.30909 -1.37042 0.13 1.16 -2.01 -0.356
N -0.79898 -0.89924 -1.11890 -1.05 -1.17 -2.35 0.075
N -0.82686 -1.71024 0.00834 -2.16 -2.57 -0.32 -0.010
C -1.59910 -2.79535 -0.24322 1.94 1.42 1.50 0.050
C -2.06926 -2.70255 -1.56112 -0.92 -1.72 0.01 0.197
C -1.49503 -1.55427 -2.09455 2.00 3.65 0.63 0.135
Pd 0.13991 -1.38607 1.83856 6.21 1.88 -4.93 1.053
N -0.37246 1.83509 -1.46331 0.60 0.24 -1.44 -0.004
N -1.09202 2.52754 -0.48800 -0.41 1.02 0.18 0.143
C -1.40445 3.73757 -0.97097 0.42 -1.00 0.05 -0.011
C -0.89680 3.88245 -2.29389 -0.96 1.06 1.35 0.151
C -0.24979 2.66634 -2.55675 0.76 -3.26 0.78 0.078
H -1.96252 4.46848 -0.38920 0.10 -0.28 -0.06 0.155
H 0.24595 2.32911 -3.46253 -0.04 0.16 0.09 0.163
H -0.99872 4.74738 -2.93381 0.08 -0.02 -0.17 0.162
H 0.59226 0.15199 -2.51520 -0.38 0.03 0.49 0.139
H -1.52893 -1.16889 -3.10648 -0.12 0.01 -0.01 0.186
H 2.87923 0.88528 -1.95464 0.17 0.04 -0.06 0.178
H -2.72745 -3.40367 -2.04618 -0.20 -0.14 -0.26 0.179
H 4.78649 0.10507 -0.17238 0.41 0.00 0.00 0.176
H -1.70730 -3.62877 0.45273 -0.16 0.35 -0.03 0.173
H 3.43455 -1.18842 1.80126 -0.14 -0.16 -0.07 0.169
H -1.67004 -1.20221 1.90710 -1.41 0.23 1.16 0.043
C -1.47160 -1.59708 2.94149 -3.09 -0.77 1.20 -0.109
H -2.03711 -2.54059 2.96686 0.17 0.26 0.45 0.112
H -0.38720 -1.88619 3.24344 -1.85 -1.10 2.62 0.048
H -1.79911 -0.82329 3.62736 -0.16 -0.33 0.29 0.096
C 0.45320 0.30788 2.88843 0.12 1.69 0.59 0.021
H -0.47484 0.77975 3.21701 -0.01 -0.30 -0.19 0.075
H 1.05660 1.01343 2.31216 -0.17 -0.37 -0.15 0.058
H 1.01201 -0.09596 3.73570 0.10 -0.37 0.10 0.089
```
Forces are in eV/Å.

Computed properties:
Charge ... +4
Frontier orbital gap (alpha / beta) ... 8.418 / 4.880 eV
Spin multiplicity ... 5

=====

The following is a quantum chemistry calculation of an isolated molecule of C21H22N2O3S2, from the Open Molecules 2025 dataset.

Structure (XYZ):
```
50
Properties=species:S:1:pos:R:3:forces:R:3:lowdin_charge:R:1
C 1.34591 5.55989 3.10476 -0.05 0.02 -0.08 -0.053
C 1.28116 4.23238 2.41299 -0.03 -0.05 0.03 -0.284
C 0.29013 3.30974 2.71928 0.17 0.09 -0.05 -0.032
C 0.21213 2.09354 2.06708 0.04 -0.25 -0.19 0.003
C 1.14180 1.76394 1.08278 0.17 0.77 0.17 -0.231
C 2.14280 2.67877 0.77450 0.01 0.10 0.07 -0.043
C 2.19982 3.89577 1.42753 -0.08 -0.10 0.05 -0.030
H 2.98355 4.59259 1.16851 0.10 0.08 -0.03 0.116
H 2.86548 2.45539 0.00829 0.03 0.13 0.02 0.057
N 1.07049 0.51828 0.43507 0.21 -0.37 -1.02 -0.170
S 1.75334 0.19816 -1.04253 0.24 -0.19 0.06 0.642
O 1.93912 1.40128 -1.78414 0.14 0.12 0.33 -0.254
O 0.97575 -0.84915 -1.65084 0.19 -0.23 0.20 -0.289
C 3.31977 -0.52671 -0.64249 -0.34 0.41 -0.10 -0.593
C 3.62316 -1.85361 -0.69295 -0.27 0.08 -0.11 -0.144
C 4.94235 -2.11852 -0.26887 0.11 0.08 0.07 -0.168
C 5.60324 -0.98800 0.09696 -0.29 0.31 -0.05 -0.382
S 4.63354 0.42130 -0.06963 0.19 -0.38 -0.01 1.064
H 6.60927 -0.89748 0.45535 0.22 0.02 0.07 0.068
H 5.37371 -3.10231 -0.24068 0.10 -0.15 0.01 0.107
H 2.92485 -2.59381 -1.03738 -0.15 -0.14 -0.07 0.116
C 0.51602 -0.61976 1.13799 -0.24 -0.37 0.28 -0.079
H 0.79675 -0.57992 2.19461 -0.07 0.02 -0.18 0.144
H 0.93941 -1.52097 0.68790 -0.07 -0.06 0.21 0.124
C -1.02101 -0.70832 1.03718 0.50 0.03 -0.02 -0.477
O -1.72734 -0.78127 2.02276 -0.13 -0.07 0.36 0.059
N -1.45208 -0.68428 -0.22583 -0.22 0.01 -0.46 0.114
H -0.76095 -0.68596 -0.96699 -0.08 0.01 0.17 0.084
C -2.84569 -0.77652 -0.60929 -0.19 0.16 0.03 -0.305
C -3.13624 -2.08741 -1.30596 -0.06 -0.04 0.16 -0.183
C -4.29646 -2.78974 -1.00880 0.06 0.08 -0.03 -0.035
C -4.59130 -3.97307 -1.66285 -0.07 -0.07 -0.03 -0.085
C -3.72474 -4.46967 -2.62106 -0.05 -0.08 -0.02 -0.096
C -2.56429 -3.77659 -2.92065 0.08 0.00 -0.08 -0.080
C -2.27112 -2.59050 -2.27058 -0.09 -0.01 0.06 -0.030
H -1.35948 -2.06410 -2.51379 0.12 0.05 -0.05 0.103
H -1.88330 -4.16015 -3.66642 0.05 -0.03 -0.06 0.102
H -3.95176 -5.39430 -3.13118 -0.01 -0.07 -0.03 0.099
H -5.49710 -4.50981 -1.42142 -0.07 -0.05 0.02 0.101
H -4.97179 -2.40729 -0.25700 -0.06 0.05 0.10 0.114
C -3.20106 0.39824 -1.52377 -0.02 -0.10 0.26 -0.022
H -2.59355 0.36367 -2.42546 0.04 0.02 -0.14 0.083
H -4.24923 0.34570 -1.80695 -0.08 0.01 -0.08 0.084
H -3.01812 1.34090 -1.01350 0.02 0.10 0.03 0.081
H -3.42515 -0.71814 0.31854 0.09 -0.04 -0.18 0.143
H -0.57593 1.40647 2.32758 -0.12 -0.12 0.05 0.103
H -0.44110 3.54261 3.47966 -0.07 0.01 0.09 0.115
H 0.87325 5.51145 4.08263 0.00 0.05 0.08 0.075
H 2.37726 5.88358 3.22514 0.05 0.07 0.06 0.076
H 0.82471 6.31370 2.51392 -0.01 0.11 0.03 0.084
```
Forces are in eV/Å.

Computed properties:
Frontier orbital gap ... 8.735 eV

=====

The following is a quantum chemistry calculation of a structure of composition C10H11PS, from the Open Molecules 2025 dataset.

Structure (XYZ):
```
23
Properties=species:S:1:pos:R:3:forces:R:3:lowdin_charge:R:1
C -0.10914 0.53112 -0.34003 -1.50 -0.64 -0.40 -0.130
C 0.27499 0.52121 2.01244 -4.26 0.94 1.20 -0.143
C 1.01867 -0.22682 -0.37226 5.73 -0.16 -2.25 -0.098
C 1.36214 -0.25190 1.95263 1.93 0.94 1.05 -0.180
C -0.59471 0.80808 0.89926 0.93 0.66 3.05 -0.507
C 1.89983 -0.44275 0.70544 -0.73 -1.59 -0.96 -0.543
C -4.36060 0.88830 -1.57581 -1.01 -1.80 -0.26 -0.055
C -3.93535 -0.38277 -1.50577 0.55 2.75 0.53 0.020
C -3.00903 0.73927 -1.13537 -2.34 -2.11 -3.81 -0.092
C 4.23349 -1.81347 -0.73582 -1.52 -0.83 1.93 -0.370
P -2.20144 1.55190 1.37866 0.30 -0.02 0.87 0.848
S 3.61005 -0.97845 0.76573 -0.18 -0.16 0.88 0.878
H -0.72929 0.77053 -1.19710 0.49 -0.11 -0.19 0.080
H -0.09451 0.85914 3.03079 0.40 -0.56 -1.28 0.104
H 1.69269 -0.36761 -1.28291 -1.89 0.12 0.32 0.120
H 1.91420 -0.38813 2.87413 0.20 -0.36 -0.09 0.103
H -5.32826 1.35353 -1.83146 1.10 0.35 0.27 0.114
H -4.22881 -1.40413 -1.66734 0.32 -0.10 0.18 0.096
H 3.50870 -2.56857 -1.08303 0.81 0.22 -0.03 0.055
H 5.23554 -2.12028 -0.45779 -0.16 -0.67 0.15 0.032
H 4.37004 -0.99965 -1.32648 0.21 1.80 -2.74 -0.029
H -2.70287 1.08456 -0.04879 1.00 1.06 1.96 -0.200
H -1.82632 2.83689 0.94090 -0.38 0.28 -0.36 -0.104
```
Forces are in eV/Å.

Computed properties:
Frontier orbital gap (alpha / beta) ... 7.200 / 7.201 eV

=====

The following is a quantum chemistry calculation of a structure of composition C20H29EuN4O2S2, from the Open Molecules 2025 dataset.

Structure (XYZ):
```
58
Properties=species:S:1:pos:R:3:forces:R:3:lowdin_charge:R:1
Eu -1.58571 -0.37081 -0.01008 0.30 2.95 0.72 1.694
C 2.25387 -0.46814 1.44696 1.53 -0.61 -1.76 -0.056
N 1.76765 0.41649 0.37390 -1.42 0.16 -0.72 -0.200
C 1.47704 1.78328 0.82682 0.19 0.88 1.02 -0.205
C 0.75578 2.66161 -0.19767 1.73 1.03 -0.74 -0.193
N -0.66470 2.74658 -0.02455 -0.55 -0.86 -0.33 -0.204
C -1.31032 3.27050 -1.24371 -1.47 -0.42 1.10 -0.062
C -1.10461 3.35222 1.18842 0.50 -0.88 2.46 -0.283
C -1.17177 4.71873 1.36144 -1.69 1.06 0.69 -0.026
C -1.93410 5.37669 2.37674 -0.35 -3.29 0.85 -0.027
C -2.56171 4.53762 3.35915 1.93 -0.97 -1.75 -0.033
C -2.16032 3.16131 3.35431 0.07 1.57 0.00 -0.135
C -1.36921 2.55108 2.36364 -1.73 1.55 -0.81 -0.635
S -1.05338 0.85161 2.63836 -0.45 -1.82 -1.43 0.465
C 2.47958 0.45119 -0.86168 2.46 -0.21 -0.21 -0.245
C 3.81238 0.98826 -0.89348 -1.84 -0.77 0.42 0.029
C 4.57345 0.95435 -2.07990 0.27 0.49 0.84 -0.007
C 4.12870 0.25096 -3.20387 -1.21 -0.38 -0.09 -0.025
C 2.86443 -0.35957 -3.15292 0.89 0.37 -1.20 -0.086
C 1.96587 -0.14834 -2.09564 -0.22 0.11 2.17 -0.601
S 0.32275 -0.61809 -2.24377 0.52 -0.07 -0.09 0.694
H 3.33638 -0.33479 1.63427 -0.25 -0.22 -0.24 0.101
H 2.05355 -1.54447 1.23197 0.23 0.69 -0.06 0.085
H 1.79566 -0.21938 2.34667 -1.19 0.54 1.44 0.040
H 2.39355 2.31376 1.19187 -0.45 -0.45 -0.34 0.138
H 0.79433 1.69374 1.69355 0.73 0.02 -0.41 0.010
H 0.87824 2.32761 -1.23676 0.36 -0.23 0.22 0.102
H 1.27237 3.68126 -0.20726 -0.80 -0.89 0.21 0.158
H -0.97546 4.24487 -1.58602 0.13 0.21 0.12 0.096
H -2.40490 3.26792 -1.03120 0.75 0.40 -0.30 0.112
H -1.16888 2.53588 -2.01072 0.26 -0.27 -0.71 0.055
H -0.80647 5.36469 0.60416 0.36 0.40 -0.83 0.102
H -2.07647 6.42282 2.35994 -0.05 0.91 -0.07 0.089
H -3.29760 4.80718 4.10629 0.27 0.53 -0.09 0.104
H -2.45901 2.57614 4.20643 -0.15 -0.31 0.04 0.083
H 4.19838 1.36680 0.08047 -0.12 -0.09 -1.13 0.136
H 5.55000 1.46990 -2.08422 -0.57 -0.46 -0.08 0.136
H 4.73926 0.23402 -4.11212 -0.27 -0.28 0.42 0.130
H 2.48128 -0.99072 -3.95441 0.30 0.40 -0.14 0.109
O -3.00406 0.57098 -1.56695 -1.65 -2.84 2.93 -0.300
O -3.75487 -0.30522 -0.70303 2.46 2.25 -2.30 -0.310
N -1.15448 -5.77892 -0.12263 -0.75 -1.19 -1.63 0.063
C -1.42689 -5.13090 -1.47927 0.55 2.02 -0.65 -0.050
C -2.05127 -3.68200 -1.39870 0.34 -0.49 1.33 -0.128
N -1.33485 -2.91334 -0.36611 0.53 0.56 -0.05 -0.226
C -1.16860 -3.49774 0.95763 -0.70 -0.76 0.36 -0.180
C -0.57075 -4.93097 0.97071 0.13 0.91 -0.32 -0.062
H -0.54694 -6.57983 -0.44013 -0.42 0.76 1.17 0.211
H -2.03603 -6.21117 0.15885 0.02 -0.03 0.43 0.187
H -2.00779 -5.77227 -2.15602 0.20 -0.15 0.62 0.150
H -0.39933 -5.02714 -1.87163 -0.55 0.08 -0.26 0.142
H -3.10388 -3.62152 -1.09655 0.04 -0.53 -0.50 0.137
H -1.87766 -3.08841 -2.30376 -0.33 -0.73 -0.21 0.129
H -0.42295 -2.73324 -0.75324 0.79 0.06 -0.19 0.033
H -2.16709 -3.53623 1.42398 0.37 0.20 0.10 0.141
H -0.49655 -2.82231 1.52481 -0.40 -0.55 0.09 0.128
H -0.75834 -5.43007 1.92038 0.14 0.01 -0.08 0.149
H 0.49248 -4.83447 0.78630 0.23 -0.35 -0.03 0.137
```
Forces are in eV/Å.

Computed properties:
Charge ... +2
Frontier orbital gap (alpha / beta) ... 5.667 / 3.312 eV
Spin multiplicity ... 7

=====

Across the entries above, ΔE to the lowest compared entry with this formula, charge and spin takes the values 0.000 2.348 0.168 7.608 1.209 eV, respectively.
Across the entries above, total energy takes the values -38270.6682 -24724.1143 -52927.3461 -30664.2994 -72243.4678 eV, respectively.